Entry 1:
Entry from the Open Molecules 2025 dataset: a molecular structure, C32H80O30Tl in a non-equilibrium geometry (wB97M-V/def2-TZVPD).

Cartesian coordinates (Å):
1 Tl 21.5778 4.4133 11.8836
2 C 27.8390 -0.4692 15.3459
3 C 28.2010 -0.9326 16.5902
4 C 27.3711 -0.6162 17.8284
5 O 27.6385 -0.9362 18.9972
6 C 26.3113 0.2312 17.7229
7 C 25.8857 0.8243 16.4521
8 C 26.7107 0.3901 15.1116
9 O 26.3411 0.9370 14.0257
10 O 24.9474 1.5754 16.3021
11 O 29.2437 -1.6975 16.6474
12 H 28.3546 -0.7647 14.4441
13 H 25.6509 0.5680 18.5083
14 C 20.5147 -4.1300 21.0029
15 C 21.3530 -4.7514 19.8670
16 O 21.5110 -6.1185 19.8653
17 O 19.2263 -4.7275 21.0359
18 H 20.4888 -3.0529 20.8377
19 H 20.9559 -4.2761 21.9889
20 H 22.2776 -4.1976 19.7045
21 H 20.7236 -4.6160 18.9874
22 H 22.1187 -6.3429 19.1568
23 H 19.3054 -5.6842 21.0434
24 C 22.9872 -2.1471 6.9088
25 C 23.2245 -0.5903 6.9299
26 O 22.0972 0.0607 7.4904
27 O 22.9043 -2.6525 8.2170
28 H 23.8671 -2.5854 6.4380
29 H 22.1442 -2.4131 6.2709
30 H 23.4429 -0.2198 5.9283
31 H 23.9740 -0.2333 7.6362
32 H 21.4183 0.1291 6.8150
33 H 22.8302 -3.6064 8.1382
34 C 19.0484 -0.2704 15.6680
35 C 19.3632 -1.1158 14.3829
36 O 20.4241 -0.5521 13.6019
37 O 18.6094 1.0149 15.2339
38 H 19.9857 -0.1947 16.2192
39 H 18.3872 -0.7581 16.3844
40 H 18.5448 -1.1013 13.6632
41 H 19.6756 -2.1419 14.5770
42 H 20.6624 -1.1967 12.9316
43 H 18.2864 1.4520 16.0252
44 C 21.1939 5.1884 22.3150
45 C 20.3528 6.2448 23.0601
46 O 19.2086 6.5279 22.2170
47 O 21.9308 5.7030 21.2132
48 H 20.6500 4.3393 21.9010
49 H 21.9410 4.7597 22.9829
50 H 20.9370 7.1650 23.0604
51 H 19.9216 5.7133 23.9084
52 H 18.7839 7.3308 22.5276
53 H 22.1918 4.9141 20.7325
54 C 25.0076 9.9736 11.9125
55 C 26.0724 9.1898 12.7307
56 O 25.8924 7.7199 12.6458
57 O 23.6784 9.5624 12.2797
58 H 25.1437 9.7264 10.8597
59 H 25.0619 11.0545 12.0418
60 H 26.0006 9.5483 13.7576
61 H 27.0536 9.5487 12.4199
62 H 26.6650 7.2499 12.9680
63 H 23.1015 10.2995 12.0666
64 C 34.8917 -6.1555 12.5252
65 C 35.2592 -4.8702 11.8127
66 O 36.0225 -5.1115 10.6273
67 O 35.9465 -7.0853 12.7376
68 H 34.0740 -6.6223 11.9759
69 H 34.4558 -6.0635 13.5201
70 H 35.8581 -4.1048 12.3062
71 H 34.3080 -4.3728 11.6233
72 H 36.4492 -4.2971 10.3511
73 H 36.4934 -6.8690 11.9789
74 C 34.8275 -5.7661 19.8430
75 C 36.0664 -5.0181 19.1734
76 O 36.7176 -4.0515 20.0044
77 O 33.8838 -4.7928 20.2639
78 H 35.0611 -6.4763 20.6362
79 H 34.3753 -6.3970 19.0778
80 H 35.9242 -4.4223 18.2719
81 H 36.8655 -5.6979 18.8777
82 H 37.6148 -3.8924 19.7024
83 H 33.5376 -4.3923 19.4630
84 C 30.0878 -3.8691 7.1864
85 C 31.3023 -3.1734 6.5357
86 O 31.5814 -3.7530 5.2071
87 O 30.4466 -5.0307 7.9139
88 H 29.3897 -4.0264 6.3642
89 H 29.4717 -3.2355 7.8244
90 H 32.1937 -3.2211 7.1612
91 H 31.0341 -2.1227 6.4252
92 H 32.1367 -3.1941 4.6585
93 H 30.7840 -5.6500 7.2625
94 C 18.1043 8.2309 15.6849
95 C 16.9764 7.6987 14.8915
96 O 17.4318 7.3935 13.5593
97 O 19.1299 7.2943 15.8219
98 H 17.8290 8.5148 16.7007
99 H 18.5087 9.1099 15.1829
100 H 16.1488 8.4081 14.8918
101 H 16.5683 6.8241 15.3980
102 H 16.8102 7.9039 13.0352
103 H 19.4051 7.2041 16.7372
104 C 29.8513 5.0474 7.5304
105 C 29.8613 6.6078 7.8216
106 O 30.5105 7.3446 6.7996
107 O 28.9695 4.7794 6.5289
108 H 29.6113 4.5212 8.4543
109 H 30.8031 4.6231 7.2106
110 H 30.4270 6.7654 8.7399
111 H 28.8727 7.0183 8.0274
112 H 30.0199 7.0892 6.0149
113 H 29.4887 4.7815 5.7214
114 C 32.8876 4.1436 14.2519
115 C 33.2651 2.6669 13.9813
116 O 33.4745 2.0099 15.2054
117 O 31.5494 4.2781 14.7428
118 H 33.0183 4.8033 13.3940
119 H 33.5470 4.6135 14.9815
120 H 34.1887 2.5565 13.4132
121 H 32.4728 2.1747 13.4172
122 H 32.8239 1.3146 15.3273
123 H 31.5326 4.7041 15.6029
124 C 26.5784 -6.5053 13.3184
125 C 25.3122 -6.5985 14.1148
126 O 25.4591 -7.5784 15.0846
127 O 26.7325 -7.5404 12.4111
128 H 27.3957 -6.5197 14.0394
129 H 26.5711 -5.5469 12.7991
130 H 24.5515 -6.9165 13.4018
131 H 24.9676 -5.6211 14.4523
132 H 25.8411 -8.3839 14.7285
133 H 27.4004 -7.3056 11.7628
134 C 26.0401 -5.6093 24.7969
135 C 25.6162 -5.1870 26.2315
136 O 26.2847 -4.0043 26.5143
137 O 27.4925 -5.7339 24.6092
138 H 25.5550 -4.8842 24.1433
139 H 25.6154 -6.5896 24.5809
140 H 25.9776 -5.9349 26.9374
141 H 24.5417 -5.0151 26.2943
142 H 26.0052 -3.6928 27.3783
143 H 27.5801 -6.2706 23.8181

As for the relative energy (zero: lowest compared OMol25 entry of this formula, charge and spin): 7.542 eV. The orbital gap is 0.1509 Ha. Its charge is +1. The calculation puts the largest force on an atom at 0.1133 hartree/bohr.

***

Entry 2:
Entry from the Open Molecules 2025 dataset: a molecular structure, C5H10O in a non-equilibrium geometry (wB97M-V/def2-TZVPD).

Cartesian coordinates (Å):
1 C -0.8331 1.4139 -1.0308
2 C -0.6215 0.2281 -0.1112
3 C -1.5051 -0.9782 -0.4981
4 C 0.7364 -0.4473 -0.2094
5 C 2.3660 -0.2620 0.9271
6 O 1.0682 -0.8849 1.0227
7 H -0.2012 2.2514 -0.7207
8 H -1.8818 1.7317 -1.0017
9 H -0.5685 1.1364 -2.0551
10 H -0.8467 0.4954 0.9362
11 H -2.5585 -0.6896 -0.4628
12 H -1.3569 -1.8242 0.1837
13 H -1.2640 -1.3101 -1.5136
14 H 2.1152 -0.4345 -0.5070
15 H 3.1209 -0.9758 1.2189
16 H 2.3550 0.6017 1.6238

As for the relative energy (zero: lowest compared OMol25 entry of this formula, charge and spin): 5.662 eV. The orbital gap is 0.3165 Ha. Its charge is 0. The calculation puts the largest force on an atom at 0.0388 hartree/bohr.